(1)
ORCA calculation (ωB97M-V/def2-TZVPD) on C18H9BF7IrN3OS as an isolated structure.

The electronic energy comes out at -58698.4774 eV. Its frontier orbital gap is 6.6294 eV. Its spin multiplicity is 1. The total charge is +1. The energy above the lowest of the compared OMol25 structures with the same formula, charge and spin is 14.8 kcal per mole.

Each line ends with the Löwdin charge.
Atoms and positions in Å:
Ir (0.72274, -0.25051, -1.52814)  1.372
N (-0.80809, 2.61876, 0.99076)  0.157
C (-0.96972, 2.19579, 2.34503)  -0.218
C (-1.21905, 3.13930, 3.31938)  -0.007
C (-1.44532, 2.74023, 4.63148)  -0.054
C (-1.42830, 1.39806, 4.95654)  -0.053
C (-1.15071, 0.45064, 3.97547)  -0.080
C (-0.90528, 0.85225, 2.67791)  -0.435
S (-0.49530, -0.38995, 1.47588)  1.070
N (-0.16187, 0.57507, 0.09689)  -0.389
C (-0.48975, 1.82645, -0.03390)  -0.308
C (-0.50162, 2.35726, -1.41165)  -0.175
C (-0.96051, 3.59845, -1.79521)  0.030
C (-0.95055, 3.93473, -3.14168)  -0.004
C (-0.48868, 3.00468, -4.05723)  0.002
C (-0.04876, 1.77729, -3.59487)  -0.065
N (-0.04607, 1.46527, -2.29580)  -0.096
H (-0.93799, 3.59887, 0.81030)  0.143
H (-1.23618, 4.19032, 3.05193)  0.123
H (-1.63783, 3.48226, 5.39382)  0.117
H (-1.61961, 1.08191, 5.97235)  0.118
H (-1.11872, -0.60429, 4.22087)  0.118
H (-1.34734, 4.29794, -1.06755)  0.123
H (-1.31094, 4.89953, -3.47021)  0.129
H (-0.46587, 3.22006, -5.11576)  0.128
H (0.31147, 1.01628, -4.27260)  0.133
F (2.10553, -6.88638, 0.53370)  0.149
C (2.03637, -5.63595, 0.09958)  -0.133
C (0.83853, -4.94611, 0.15603)  -0.134
F (-0.25173, -5.54127, 0.62778)  0.143
C (0.79003, -3.63137, -0.25971)  -0.146
F (-0.35885, -2.94442, -0.13885)  0.049
C (1.90418, -2.98465, -0.78499)  -0.230
O (1.87956, -1.70801, -1.19624)  -0.251
C (3.09043, -3.70571, -0.85075)  -0.135
F (4.17832, -3.11209, -1.33589)  0.136
C (3.16634, -5.00807, -0.39560)  -0.133
F (4.32252, -5.65753, -0.42994)  0.148
F (-0.44899, -2.56696, -2.89457)  0.214
B (-0.67533, -1.33284, -2.48946)  -0.740
F (-1.86706, -0.81528, -2.77513)  0.186



(2)
ORCA calculation (ωB97M-V/def2-TZVPD) on C32H22Cl2IrN5O4 as an isolated structure.

The electronic energy comes out at -77057.3668 eV. Its frontier orbital gap (alpha / beta) is 7.0935 / 4.9808 eV. Its spin multiplicity is 6. The total charge is +1. The energy above the lowest of the compared OMol25 structures with the same formula, charge and spin is 18.5 kcal per mole.

Each line ends with the Löwdin charge.
Atoms and positions in Å:
Ir (-0.16370, 0.17099, -0.54814)  1.394
O (3.27720, -0.94391, 3.79906)  0.067
C (4.10330, -1.00441, 2.75386)  -0.264
C (5.43530, -1.34561, 3.00476)  -0.005
C (6.34950, -1.41871, 1.97956)  -0.062
C (5.96030, -1.16291, 0.66356)  -0.081
C (4.65500, -0.81831, 0.39956)  -0.025
C (3.70710, -0.72101, 1.42776)  -0.087
C (2.34860, -0.30661, 1.07626)  -0.456
O (2.10530, 0.21599, -0.04104)  -0.104
N (1.41060, -0.44291, 2.02596)  0.037
N (0.14490, -0.28871, 1.68126)  -0.088
C (-0.72070, -0.09261, 2.64176)  -0.068
C (-2.12550, -0.02251, 2.52486)  -0.119
C (-2.87330, 0.16249, 3.70326)  -0.034
C (-4.24240, 0.17829, 3.69806)  -0.052
C (-4.94250, 0.01189, 2.49116)  -0.051
C (-4.26200, -0.14981, 1.32096)  0.012
C (-2.82990, -0.16441, 1.26566)  -0.330
O (-2.25590, -0.30141, 0.14776)  -0.105
H (2.38060, -0.69781, 3.48266)  0.066
H (5.71950, -1.55221, 4.02566)  0.122
H (7.37000, -1.68721, 2.20536)  0.110
H (6.68440, -1.22811, -0.13554)  0.103
H (4.32050, -0.62561, -0.60924)  0.113
H (-0.32480, 0.01449, 3.65426)  0.135
H (-2.34500, 0.26769, 4.63976)  0.118
H (-4.78060, 0.30549, 4.62266)  0.113
H (-6.02220, -0.00131, 2.50456)  0.115
H (-4.78590, -0.27301, 0.38696)  0.120
N (0.15210, 2.41289, 0.56976)  0.060
C (-1.06550, 3.11439, 0.48106)  -0.246
C (-1.53330, 3.95239, 1.46566)  -0.009
C (-2.73590, 4.65759, 1.29476)  -0.058
C (-3.44930, 4.55389, 0.13226)  -0.025
C (-3.03520, 3.66339, -0.87914)  -0.141
C (-3.74580, 3.46559, -2.08104)  0.015
C (-3.31770, 2.50919, -2.96074)  -0.020
C (-2.21320, 1.71569, -2.61764)  -0.105
N (-1.51440, 1.90229, -1.52634)  0.020
C (-1.86550, 2.88579, -0.67184)  -0.171
H (0.60770, 2.53839, 1.46786)  0.111
H (0.79710, 2.64649, -0.18354)  0.110
H (-0.96420, 4.08299, 2.37456)  0.117
H (-3.07700, 5.31239, 2.08346)  0.112
H (-4.34800, 5.13179, -0.02174)  0.118
H (-4.61610, 4.07259, -2.28374)  0.125
H (-3.83050, 2.33069, -3.89094)  0.112
H (-1.91310, 0.90669, -3.26664)  0.097
Cl (0.09640, 0.10139, -5.72344)  0.795
C (0.54600, -1.21011, -4.71934)  -0.544
C (0.97270, -2.39851, -5.29474)  -0.102
C (1.33660, -3.47251, -4.50794)  -0.571
Cl (1.83520, -4.92641, -5.26604)  0.796
C (1.27940, -3.39171, -3.08994)  -0.152
C (1.63940, -4.43501, -2.22024)  0.009
C (1.57610, -4.23661, -0.86244)  0.001
C (1.10690, -3.01171, -0.37504)  -0.081
N (0.72520, -2.03411, -1.16684)  0.059
C (0.83240, -2.18461, -2.49754)  -0.126
C (0.45490, -1.04551, -3.30764)  -0.344
O (0.06460, 0.02359, -2.77204)  -0.114
H (1.02130, -2.48261, -6.37094)  0.118
H (1.96920, -5.37721, -2.62624)  0.102
H (1.86920, -5.00991, -0.17004)  0.120
H (1.04440, -2.84161, 0.69116)  0.117



(3)
ORCA calculation (ωB97M-V/def2-TZVPD) on a 2-piece molecular cluster, C3H10NP overall.

Its structure (SMILES) is C=C.CPN. The electronic energy comes out at -14050.0100 eV. Its frontier orbital gap is 10.2006 eV. Its spin multiplicity is 1. The energy above the lowest of the compared OMol25 structures with the same formula, charge and spin is 51.2 kcal per mole.

Each line ends with the Löwdin charge.
Atoms and positions in Å:
C (2.71974, -0.85579, -0.71006)  -0.085
C (-2.63049, 1.65928, 0.35398)  -0.407
C (2.45513, -1.89079, 0.06611)  -0.079
N (-0.44195, 0.56347, 0.02517)  -0.294
P (-1.93726, 0.00333, 0.78686)  0.728
H (3.67537, -0.91906, -1.21011)  0.038
H (0.29642, 0.27049, 0.66949)  -0.015
H (2.28753, 0.13560, -0.74893)  0.040
H (-2.20912, 1.94694, -0.52069)  -0.036
H (-2.38042, 2.37132, 1.20559)  0.045
H (-3.75059, 1.74100, 0.38281)  0.036
H (1.67132, -1.74834, 0.71946)  -0.007
H (3.09525, -2.79355, 0.31702)  0.082
H (-0.32087, 0.16299, -0.89394)  0.013
H (-2.53005, -0.64689, -0.44275)  -0.059



(4)
ORCA calculation (ωB97M-V/def2-TZVPD) on one molecule with the formula C3H6N2O2.

Its structure (SMILES) is [H]/N=C(/NC=O)OC. The electronic energy comes out at -10282.0483 eV. Its frontier orbital gap is 10.4393 eV. Its spin multiplicity is 1. The energy above the lowest of the compared OMol25 structures with the same formula, charge and spin is 63.4 kcal per mole.

Each line ends with the Löwdin charge.
Atoms and positions in Å:
C (1.48719, 0.96096, 0.93703)  -0.036
C (0.07492, -0.15620, -0.57837)  -0.474
C (-2.02653, -1.16536, 0.19910)  -0.238
H (1.36540, 1.27028, 1.95410)  0.091
H (1.47774, 1.89666, 0.47861)  0.073
H (2.40694, 0.40567, 0.84330)  0.103
H (1.46821, 0.93056, -1.50411)  -0.003
H (-1.33348, -1.18311, -1.79259)  0.184
H (-3.01241, -1.73218, -0.15176)  0.155
N (0.64665, 0.40958, -1.64977)  0.122
N (-0.95723, -1.12194, -0.76296)  0.084
O (0.37941, 0.08407, 0.68934)  -0.047
O (-1.97681, -0.59899, 1.33807)  -0.015



(5)
ORCA calculation (ωB97M-V/def2-TZVPD) on a 2-piece molecular cluster, CH4O3S overall.

The electronic energy comes out at -18075.7983 eV. Its frontier orbital gap is 8.8675 eV. Its spin multiplicity is 1. The energy above the lowest of the compared OMol25 structures with the same formula, charge and spin is 93.4 kcal per mole.

Each line ends with the Löwdin charge.
Atoms and positions in Å:
C (-0.52960, -0.27646, -0.46683)  -0.417
O (-1.58885, -0.99842, -0.05321)  0.057
O (-0.60530, 1.23110, 1.09241)  -0.284
O (0.57470, -0.82390, -0.24446)  -0.408
S (1.96675, -0.05565, -0.78512)  0.900
H (-0.70182, 0.48040, -1.30522)  0.170
H (-1.59279, -0.84515, 0.94289)  0.156
H (-0.22877, 1.98852, 0.68185)  -0.080
H (2.70568, -0.70044, 0.13769)  -0.093



(6)
ORCA calculation (ωB97M-V/def2-TZVPD) on C30H43BrN2P2Pd as an isolated structure.

The electronic energy comes out at -126841.2138 eV. Its frontier orbital gap (alpha / beta) is 6.3745 / 4.6820 eV. Its spin multiplicity is 5. The total charge is +4. The energy above the lowest of the compared OMol25 structures with the same formula, charge and spin is 27.5 kcal per mole.

Each line ends with the Löwdin charge.
Atoms and positions in Å:
C (2.28807, 4.47002, -1.01047)  0.082
C (1.25308, 3.83711, -1.73088)  -0.219
C (1.22034, 3.72353, -3.13843)  0.081
C (2.49402, 3.89527, -3.72285)  0.007
N (3.56282, 4.30739, -3.04426)  0.322
C (3.46251, 4.64774, -1.76256)  0.015
C (0.31381, 3.15136, -0.99708)  0.090
C (-0.62509, 2.68786, -0.34004)  0.106
C (-1.90144, 2.48483, 0.10532)  -0.202
C (-2.13481, 1.24517, 0.71909)  -0.073
C (-3.40308, 0.78737, 0.97623)  -0.099
C (-4.42385, 1.69387, 0.66107)  -0.516
C (-4.19145, 3.07284, 0.33094)  0.018
C (-2.89972, 3.45952, -0.04296)  0.070
Pd (-0.54804, -0.88742, 0.14273)  0.539
P (1.72352, -0.66680, -0.38546)  0.900
H (0.26821, 3.40611, -3.62357)  0.168
H (2.13859, 4.67416, 0.06777)  0.170
H (2.62906, 3.66806, -4.77294)  0.165
H (4.33577, 5.05407, -1.26853)  0.167
H (-2.60816, 4.42276, -0.48465)  0.162
H (-1.31507, 0.56053, 1.04446)  0.016
H (-4.99141, 3.83618, 0.27688)  0.157
H (-3.58733, -0.23624, 1.30781)  0.121
C (2.58108, -2.25802, -0.21557)  -0.380
C (3.82177, -2.61989, -1.03246)  -0.104
H (1.81349, -3.02266, -0.39248)  0.068
H (2.80444, -2.31072, 0.85635)  0.093
H (4.07304, -3.66875, -0.81588)  0.106
H (3.66254, -2.52284, -2.11082)  0.080
H (4.70577, -2.02876, -0.77501)  0.073
C (1.85348, -0.19428, -2.15184)  -0.368
C (3.25635, 0.29219, -2.52430)  -0.124
H (1.11833, 0.59866, -2.36674)  0.062
H (1.55974, -1.07416, -2.74688)  0.067
H (3.30034, 0.51050, -3.60344)  0.098
H (3.52272, 1.21322, -1.97303)  0.061
H (4.01169, -0.47140, -2.28626)  0.063
C (2.74324, 0.55610, 0.47596)  -0.375
C (4.23415, 0.25140, 0.53522)  -0.111
H (2.35361, 0.61938, 1.49553)  0.079
H (2.52170, 1.51520, -0.00679)  0.058
H (4.72287, 1.02152, 1.14007)  0.100
H (4.45078, -0.73054, 0.96929)  0.083
H (4.71889, 0.26315, -0.44503)  0.064
Br (-6.19417, 0.89634, 0.71025)  1.014
P (-1.75233, -1.81522, -1.56095)  0.919
C (-0.61454, -2.69503, -2.73751)  -0.371
C (-1.26486, -3.92543, -3.36817)  -0.103
H (0.29694, -2.93914, -2.15242)  0.063
H (-0.28416, -1.94294, -3.48433)  0.087
H (-0.50234, -4.34547, -4.04257)  0.106
H (-1.52545, -4.66034, -2.58423)  0.091
H (-2.15324, -3.61941, -3.95074)  0.082
C (-2.95135, -2.95822, -0.74727)  -0.375
C (-4.23545, -3.28839, -1.50869)  -0.102
H (-3.12421, -2.46953, 0.22972)  0.065
H (-2.32801, -3.84106, -0.52863)  0.094
H (-4.77853, -3.94746, -0.81710)  0.101
H (-4.83336, -2.37505, -1.69783)  0.082
H (-4.00722, -3.83881, -2.44067)  0.086
C (-2.68223, -0.46453, -2.43270)  -0.376
C (-3.24144, -0.84312, -3.82067)  -0.097
H (-1.99916, 0.41248, -2.44692)  0.071
H (-3.46854, -0.17164, -1.70688)  0.069
H (-3.80231, 0.05552, -4.15151)  0.101
H (-2.40369, -1.05545, -4.52068)  0.090
H (-3.92671, -1.71019, -3.71180)  0.077
C (-0.16330, -1.72818, 5.01357)  0.006
C (-0.24881, -0.41113, 4.55617)  -0.010
C (-0.24481, -0.17195, 3.17264)  -0.135
N (-0.26502, -1.18948, 2.29772)  -0.098
C (-0.08775, -2.46137, 2.69831)  -0.118
C (-0.05343, -2.76556, 4.06466)  -0.001
H (-0.15721, -1.94079, 6.10740)  0.151
H (-0.31936, 0.45006, 5.23460)  0.135
H (-0.23538, 0.84690, 2.77780)  0.109
H (0.04592, -3.22095, 1.92302)  0.114
H (0.06439, -3.81420, 4.36593)  0.136